Density functional theory data (wB97M-V/def2-TZVPD) for a cluster of 6 separate species, C27H58B2Cl2N5O10 in total at a distorted geometry.

## Properties
**HOMO energy**: -4.99 eV
**Net charge**: -1

Each line ends with the Löwdin charge.
Element x y z (Å)
C: -1.3137 -3.2998 1.2287  -0.084
C: -2.3251 -2.7973 2.3581  -0.258
O: -3.4466 -2.0278 1.8263  -0.183
C: -3.2673 -0.6962 2.3734  -0.186
C: -4.4009 0.3417 1.9584  -0.165
O: -4.4813 1.3163 3.0389  -0.178
C: -3.9056 2.5748 2.6385  -0.161
C: -2.3325 2.5048 2.3348  -0.240
O: -1.5112 1.7293 3.2398  -0.090
B: -0.6063 2.5419 4.1270  -0.773
C: -0.9195 1.8963 5.5978  -0.441
Cl: -2.5217 2.2189 6.4382  0.564
C: -0.0308 1.0473 6.2974  -0.644
C: -0.3754 0.3828 7.7171  -0.166
Cl: 1.6290 0.6028 5.6289  0.509
O: -1.1223 3.9059 3.8355  -0.044
C: -1.4951 3.9026 2.4319  -0.168
B: -0.2347 3.8119 1.3800  -0.302
O: 0.0397 2.6012 0.6144  0.036
C: 0.8251 5.0365 1.1466  -0.113
C: 2.1455 4.4579 0.3991  -0.146
H: -1.4690 -2.8190 0.2172  0.076
H: -0.2521 -3.0241 1.5643  0.082
H: -1.3264 -4.4407 1.2058  0.055
H: -1.7035 -2.1770 3.0940  0.117
H: -2.6988 -3.6884 2.9751  0.119
H: -2.2854 -0.2968 1.9337  0.132
H: -3.2217 -0.6825 3.5183  0.146
H: -5.3942 -0.1942 1.8495  0.123
H: -4.1706 0.8631 0.9683  0.123
H: -4.0964 3.3646 3.4454  0.135
H: -4.4620 2.9371 1.6979  0.125
H: -2.3222 1.9922 1.3063  0.131
H: 0.4982 2.2698 3.7698  0.080
H: -0.8213 -0.6402 7.4694  0.078
H: -1.0486 1.0269 8.3517  0.042
H: 0.6367 0.1714 8.2101  0.055
H: -2.2200 4.7338 2.1162  0.148
H: 0.3618 1.9352 1.2651  0.113
H: 1.1946 5.3172 2.1973  0.119
H: 0.3696 5.9191 0.6026  0.097
H: 2.7693 3.8480 1.1202  0.080
H: 2.7585 5.3731 0.1389  0.035
H: 1.9061 3.9357 -0.5737  0.065
C: 5.4866 4.2096 2.6884  0.004
C: 5.5766 5.1812 1.5427  -0.529
O: 4.5791 5.6588 1.0151  0.004
N: 6.8152 5.5263 1.0930  0.002
C: 8.1030 5.0751 1.5760  -0.073
H: 4.4390 4.0340 2.9313  0.084
H: 5.9411 3.2567 2.4097  0.091
H: 5.9815 4.6212 3.5703  0.087
H: 6.7951 6.1813 0.3245  0.138
H: 8.6732 5.9476 1.9029  0.081
H: 8.6308 4.5942 0.7497  0.085
H: 8.0092 4.3744 2.4021  0.075
C: -0.4363 -9.1060 -0.6588  -0.015
C: -0.6728 -7.6432 -0.3928  -0.550
O: 0.2401 -6.8780 -0.1086  0.016
N: -1.9477 -7.1780 -0.4768  0.015
C: -3.1522 -7.9137 -0.7967  -0.073
H: 0.6261 -9.3240 -0.5543  0.082
H: -0.9864 -9.7133 0.0629  0.083
H: -0.7426 -9.3575 -1.6762  0.084
H: -2.0277 -6.1889 -0.2861  0.120
H: -3.6032 -7.4656 -1.6846  0.087
H: -3.8465 -7.8188 0.0410  0.084
H: -2.9533 -8.9663 -0.9840  0.072
C: 5.7664 3.9264 -4.2314  -0.018
C: 6.1848 4.1783 -2.8070  -0.555
O: 7.3124 3.9119 -2.4029  0.004
N: 5.2702 4.7175 -1.9615  0.028
C: 3.9011 5.1001 -2.2393  -0.071
H: 6.6022 3.4949 -4.7816  0.079
H: 4.9332 3.2215 -4.2596  0.084
H: 5.4837 4.8651 -4.7120  0.081
H: 5.6225 4.8566 -1.0256  0.095
H: 3.7949 6.1651 -2.0221  0.093
H: 3.2493 4.5341 -1.5745  0.034
H: 3.6202 4.9102 -3.2734  0.078
C: -0.6255 -3.4713 -4.5359  -0.003
C: -1.1281 -3.9029 -3.1845  -0.534
O: -2.3232 -4.0206 -2.9436  0.017
N: -0.2124 -4.1656 -2.2164  0.017
C: 1.2295 -4.0878 -2.3001  -0.071
H: -1.4745 -3.3005 -5.1980  0.070
H: -0.0619 -2.5399 -4.4476  0.085
H: 0.0008 -4.2526 -4.9714  0.085
H: -0.6264 -4.4490 -1.3396  0.097
H: 1.6376 -5.0743 -2.0702  0.078
H: 1.5771 -3.3742 -1.5501  0.086
H: 1.5719 -3.7745 -3.2838  0.072
C: -4.9267 -2.7067 -4.1444  -0.012
C: -4.7027 -3.0812 -5.5854  -0.547
O: -4.0139 -4.0377 -5.9132  0.021
N: -5.2973 -2.3145 -6.5433  -0.006
C: -6.1416 -1.1525 -6.3651  -0.086
H: -4.3927 -3.4037 -3.5009  0.056
H: -4.5448 -1.7013 -3.9546  0.091
H: -5.9914 -2.7594 -3.9046  0.084
H: -5.1023 -2.6257 -7.4836  0.134
H: -7.1110 -1.3564 -6.8259  0.079
H: -5.6764 -0.3063 -6.8759  0.080
H: -6.2851 -0.9065 -5.3159  0.074

***

Density functional theory data (wB97M-V/def2-TZVPD) for a structure of composition C25H15AlI2N6O4.

## Properties
**ΔE to the lowest compared entry with this formula, charge and spin**: 5.6 kcal/mol
**HOMO energy**: -7.88 eV

Each line ends with the natural charge from an NBO analysis.
Element x y z (Å)
Al: 0.4172 0.1379 0.9230  1.976
C: -0.0843 -0.5439 5.0813  -0.264
C: -1.3991 -0.1685 5.3472  -0.124
C: -2.2200 0.1795 4.3042  -0.234
C: -1.7385 0.1421 2.9921  0.381
N: -0.4467 -0.1701 2.7435  -0.626
C: 0.3496 -0.5074 3.7823  0.098
N: -2.6924 0.4010 2.0074  -0.530
C: -2.4665 0.0807 0.7826  0.512
N: -1.2654 -0.2930 0.2443  -0.857
C: -1.4760 -0.9397 -0.9585  0.476
N: -0.6360 -1.6337 -1.6258  -0.499
C: 0.6704 -1.8750 -1.1875  0.389
C: 1.4705 -2.5902 -2.0755  -0.220
C: 2.7953 -2.8226 -1.7879  -0.102
C: 3.3133 -2.3850 -0.5737  -0.230
C: 2.4771 -1.7084 0.2763  0.066
N: 1.1841 -1.4349 -0.0126  -0.654
C: -2.9005 -0.7438 -1.3217  -0.018
C: -3.6157 -1.1384 -2.4338  -0.187
C: -4.9695 -0.8191 -2.4631  -0.188
C: -5.5771 -0.1521 -1.3999  -0.191
C: -4.8532 0.2129 -0.2693  -0.155
C: -3.5060 -0.0853 -0.2623  -0.114
H: 0.5993 -0.8275 5.8673  0.236
H: -1.7717 -0.1530 6.3629  0.229
H: -3.2505 0.4674 4.4479  0.243
H: 1.3795 -0.7177 3.5379  0.228
H: 1.0190 -2.9070 -3.0036  0.245
H: 3.4302 -3.3244 -2.5050  0.239
H: 4.3507 -2.5263 -0.3120  0.242
H: 2.8407 -1.3074 1.2129  0.225
H: -3.1363 -1.6674 -3.2460  0.237
H: -5.5645 -1.0970 -3.3227  0.223
H: -6.6325 0.0785 -1.4553  0.223
H: -5.3188 0.7133 0.5686  0.234
O: 4.6254 0.4588 -3.4667  -0.720
C: 4.2715 1.6577 -3.4614  0.723
O: 4.6449 2.6418 -4.0964  -0.691
C: 3.1290 1.7917 -2.4673  0.026
C: 1.8185 1.4867 -2.8467  -0.194
C: 0.8736 1.2284 -1.8856  0.036
N: 1.1527 1.2665 -0.5725  -0.657
C: 2.3666 1.7315 -0.2100  0.099
C: 3.3585 2.0278 -1.1076  -0.214
C: 2.5899 1.7100 1.2789  0.771
O: 3.3907 2.3919 1.8529  -0.556
O: 1.7912 0.8182 1.8576  -0.932
H: 1.5595 1.3882 -3.8921  0.231
H: -0.1322 0.9372 -2.1587  0.206
H: 4.3213 2.3611 -0.7448  0.254
I: -1.1004 3.2485 1.3875  0.053
I: 0.5635 4.9795 0.2679  0.052

***

Density functional theory data (wB97M-V/def2-TZVPD) for a cluster of 2 separate species, C3H9NO in total at a distorted geometry.

## Properties
**SMILES**: C=O.CNC
**ΔE to the lowest compared entry with this formula, charge and spin**: 57.5 kcal/mol
**HOMO energy**: -9.08 eV

Each line ends with the natural charge from an NBO analysis.
Element x y z (Å)
C: -0.9391 -1.7774 2.1583  0.256
O: -1.2961 -2.6549 1.4142  -0.497
H: -1.5511 -1.2554 2.9094  0.116
H: -0.0202 -1.1872 1.7653  0.122
C: 0.0531 -0.3832 -1.3704  -0.419
N: 0.9130 0.3764 -0.4638  -0.625
C: 0.4734 1.7648 -0.2939  -0.434
H: -0.9925 -0.3263 -1.0341  0.193
H: 0.1110 -0.1452 -2.4202  0.169
H: 0.2910 -1.4127 -1.3525  0.203
H: 1.8633 0.3974 -0.8611  0.353
H: -0.0865 1.7902 0.6104  0.186
H: -0.1281 2.3222 -1.0625  0.180
H: 1.3087 2.4912 0.0009  0.199

***

Density functional theory data (wB97M-V/def2-TZVPD) for a cluster of 2 separate species, C3H6Si in total at a distorted geometry.

## Properties
**ΔE to the lowest compared entry with this formula, charge and spin**: 90.7 kcal/mol
**HOMO energy**: -8.96 eV

Each line ends with the natural charge from an NBO analysis.
Element x y z (Å)
C: 0.9646 1.7226 -0.4160  -0.419
C: 0.4027 0.3871 -0.6134  -0.164
C: 1.7318 0.4581 -0.8256  -0.175
Si: -2.5729 -1.3511 0.7913  0.564
H: 0.8341 2.4496 -1.1755  0.173
H: 1.1284 2.0558 0.5066  0.171
H: -0.4394 -0.1674 -0.5483  0.187
H: 2.7160 0.0934 -0.8358  0.225
H: -2.4067 -2.6731 1.5760  -0.275
H: -1.7027 -0.6005 1.7117  -0.287

***

Density functional theory data (wB97M-V/def2-TZVPD) for a structure of composition C22H28Br6Cl6O18 at a distorted geometry.

## Properties
**HOMO energy**: -9.86 eV

Each line ends with the Löwdin charge.
Element x y z (Å)
C: 2.3343 4.2526 -2.7012  -1.537
Br: 2.0094 5.9200 -1.7352  0.593
Br: 3.0629 4.6904 -4.4333  0.569
Br: 0.6648 3.2388 -2.9032  0.608
H: 3.0038 3.6256 -2.1279  -0.032
C: 1.9386 -2.2015 -4.9354  -1.541
Br: 3.6054 -2.5760 -5.8273  0.557
Br: 1.4737 -3.5975 -3.6727  0.590
Br: 0.4694 -1.9010 -6.2425  0.562
H: 1.9551 -1.2889 -4.3563  -0.035
C: 6.0897 0.1854 -3.3248  -1.546
Cl: 5.6216 -0.0907 -5.0219  0.479
Cl: 5.3196 -0.8754 -2.1975  0.611
Cl: 5.9142 1.8869 -2.9066  0.549
H: 7.1631 0.0414 -3.2945  0.005
C: 0.1564 2.6817 4.5885  -1.517
Cl: 0.3616 1.1324 3.7599  0.556
Cl: 1.5898 3.6807 4.4953  0.565
Cl: -0.1843 2.2712 6.3097  0.490
H: -0.6895 3.2389 4.2162  0.011
C: -2.1531 5.4585 -0.3856  -0.126
C: -2.4623 3.9987 -0.6883  -0.132
O: -1.6912 3.2999 0.3067  0.013
C: -0.6092 4.1345 0.5580  -0.606
O: 0.4102 3.7454 0.9666  0.176
O: -0.8750 5.3889 0.2077  0.053
H: -2.9583 5.8887 0.2229  0.130
H: -2.1709 6.1420 -1.2373  0.136
H: -2.1710 3.6646 -1.6868  0.100
H: -3.5441 3.8664 -0.6436  0.126
C: -3.7769 -4.0949 -5.7769  -0.100
C: -4.6207 -2.9677 -5.1038  -0.119
O: -3.6203 -2.0751 -4.6482  0.055
C: -2.4951 -2.7920 -4.4133  -0.621
O: -1.6003 -2.4463 -3.7341  0.098
O: -2.5903 -3.9959 -5.0033  0.054
H: -3.5665 -4.0156 -6.8389  0.129
H: -4.3697 -4.9840 -5.5708  0.125
H: -5.2364 -3.3996 -4.3134  0.127
H: -5.2922 -2.4322 -5.7719  0.128
C: 5.1243 -1.8906 2.4100  -0.111
C: 4.1985 -0.7330 1.9390  -0.110
O: 5.0036 0.4066 2.1864  0.079
C: 6.2944 0.0568 2.2523  -0.582
O: 7.2053 0.7974 2.3178  0.181
O: 6.4135 -1.2857 2.4311  0.059
H: 5.0854 -2.6866 1.6680  0.122
H: 4.8723 -2.3379 3.3723  0.124
H: 3.2326 -0.6057 2.4173  0.126
H: 4.0327 -0.9918 0.8894  0.108
C: -1.4232 -4.4332 4.4660  -0.096
C: -2.5920 -3.4418 4.3215  -0.095
O: -2.1622 -2.6325 3.2251  0.033
C: -1.1153 -3.1999 2.5622  -0.601
O: -0.7135 -2.8055 1.5447  0.183
O: -0.7062 -4.2607 3.2474  0.070
H: -1.6349 -5.4754 4.6830  0.131
H: -0.7479 -4.0676 5.2479  0.131
H: -2.5943 -2.8112 5.2054  0.131
H: -3.5443 -3.8871 4.0461  0.134
C: -4.4866 0.1079 2.2055  -0.106
C: -3.7367 1.4526 2.4159  -0.093
O: -3.7117 1.5158 3.8422  0.055
C: -4.1047 0.3770 4.4132  -0.606
O: -4.1294 0.2016 5.5700  0.182
O: -4.4956 -0.5177 3.4788  0.061
H: -3.8358 -0.4073 1.4985  0.126
H: -5.4851 0.2305 1.7996  0.126
H: -4.3011 2.3151 2.0668  0.127
H: -2.7347 1.4415 1.9944  0.108
C: 0.3838 -0.1879 -1.0050  -0.074
C: 0.4551 0.4116 0.4068  -0.145
O: 1.6832 1.1312 0.4182  0.038
C: 2.4502 0.7173 -0.6178  -0.617
O: 3.5862 1.0525 -0.7613  0.067
O: 1.7551 -0.0623 -1.4529  0.026
H: -0.2319 0.2529 -1.7759  0.117
H: 0.2502 -1.2504 -0.8271  0.122
H: 0.3488 -0.3238 1.2018  0.091
H: -0.3546 1.1280 0.5604  0.099